# 1
This record from the Open Molecules 2025 dataset describes a cluster of 3 separate species, C4H13NOS2 in total at a distorted geometry. The level of theory is ωB97M-V/def2-TZVPD.

Frontier orbital gap in eV: 4.46
Energy in eV: -29562.537
Total charge: 0
Multiplicity: 1
M in g mol⁻¹: 155.288
Energy above the lowest of the compared OMol25 structures with the same formula, charge and spin in kJ/mol: 467.6

XYZ file:
```
21
Properties=species:S:1:pos:R:3:forces:R:3:lowdin_charge:R:1
S -2.049 -1.027 0.854 0.09 0.19 -0.15 0.3492
S 1.107 -1.165 -2.558 -0.31 0.38 0.22 0.7782
C 0.419 -0.212 -1.331 0.73 -0.29 -1.15 -0.6663
C 1.226 -0.325 0.096 1.66 0.03 0.72 -0.4612
C 1.568 -1.740 0.479 -0.87 -0.51 -0.03 -0.0765
N 0.670 0.388 1.148 -1.60 -0.36 -0.72 -0.0439
C 0.188 1.757 0.944 0.99 -0.12 1.06 -0.0667
H -3.087 -1.748 0.411 0.15 -0.10 -0.26 -0.2944
H 0.360 0.847 -1.534 -0.11 0.09 -0.33 0.0490
H -0.570 -0.682 -1.103 -0.49 -0.39 1.15 0.0072
H 2.138 0.200 -0.184 0.12 0.17 -0.33 0.1477
H 0.694 -2.387 0.428 -0.38 0.07 0.05 0.0692
H 2.254 -2.207 -0.202 0.59 0.05 -0.43 0.0578
H 1.939 -1.817 1.491 0.23 0.26 0.24 0.0877
H -0.054 -0.184 1.563 -0.02 -0.02 0.48 -0.0053
H -0.464 1.962 1.776 -0.61 0.06 0.02 0.0881
H 1.026 2.420 1.137 0.26 0.31 -0.50 0.0875
H -0.300 1.947 -0.004 -0.09 0.02 0.01 0.0510
H -2.972 1.784 -1.352 -0.11 -0.13 0.08 0.0407
H -2.042 0.658 -0.811 -0.49 0.28 0.16 -0.0898
O -2.053 1.531 -1.248 0.28 0.00 -0.28 -0.1092
```
Forces are in eV/Å.

***

# 2
This record from the Open Molecules 2025 dataset describes the ion C5H12NO with charge -1 at a distorted geometry. The level of theory is ωB97M-V/def2-TZVPD.

Frontier orbital gap in eV: 5.34
Energy in eV: -8915.287
Total charge: -1
Multiplicity: 1
M in g mol⁻¹: 102.157
Energy above the lowest of the compared OMol25 structures with the same formula, charge and spin in kJ/mol: 171.4

XYZ file:
```
19
Properties=species:S:1:pos:R:3:forces:R:3:lowdin_charge:R:1
C 1.542 -0.164 1.502 0.16 -0.47 0.99 -0.2483
C 1.502 -0.752 2.935 1.58 0.26 -0.14 -0.1458
C 0.215 0.578 1.177 0.14 -0.35 0.75 -0.2678
N -0.547 -0.170 0.224 -0.07 0.55 0.63 -0.1190
C -1.383 0.341 -0.872 0.86 -1.49 -0.48 -0.2029
C -0.680 -0.190 -2.260 -1.25 1.60 -0.09 -0.5435
O -0.887 0.617 -3.302 -0.29 0.06 -0.33 -0.4008
H 1.705 -1.022 0.853 -0.39 0.11 -0.44 0.0918
H 2.448 0.423 1.357 -0.13 0.48 0.14 0.0865
H 1.208 0.004 3.665 -0.83 -0.26 -0.04 0.0530
H 2.518 -0.982 3.325 -0.34 -0.31 -0.56 0.0586
H 0.935 -1.690 2.901 -0.23 0.45 0.58 0.0667
H -0.316 0.703 2.172 0.26 0.00 -0.64 0.0978
H 0.442 1.593 0.874 -0.14 0.13 -0.59 0.1035
H -0.752 -1.075 0.618 -0.46 0.06 -0.44 0.1005
H -2.399 -0.037 -0.748 -0.17 -0.75 -0.25 0.0710
H -1.648 1.398 -0.874 1.20 0.48 0.08 0.0838
H -1.129 -1.207 -2.391 0.11 -0.40 0.14 0.0549
H 0.407 -0.329 -2.070 0.00 -0.13 0.68 0.0600
```
Forces are in eV/Å.

***

# 3
This record from the Open Molecules 2025 dataset describes a structure of composition C34H47AsFMnN3O7. The level of theory is ωB97M-V/def2-TZVPD.

Frontier orbital gap (spin up / spin down) in eV: 7.61 / 7.46
Energy in eV: -149685.824
Total charge: +2
Multiplicity: 2
M in g mol⁻¹: 758.622
Expectation value of S²: 1.20
Energy above the lowest of the compared OMol25 structures with the same formula, charge and spin in kJ/mol: 0.0

XYZ file:
```
94
Properties=species:S:1:pos:R:3:forces:R:3:lowdin_charge:R:1
Mn -2.807 -0.180 1.662 0.14 -0.18 0.35 0.6409
C -5.276 -0.911 -0.340 -0.06 -0.01 0.01 -0.1402
C -4.540 -2.221 -0.489 0.00 -0.02 -0.01 -0.1343
O -3.244 -2.044 0.079 -0.05 -0.02 -0.17 -0.1821
C -2.709 -3.158 0.771 0.02 0.04 0.05 -0.1529
C -3.316 -3.252 2.152 -0.01 0.02 -0.05 -0.1341
O -3.108 -1.998 2.819 -0.02 -0.06 0.00 -0.2242
C -4.065 -1.792 3.870 -0.03 0.02 -0.01 -0.1345
C -3.969 -0.350 4.301 0.06 -0.01 -0.01 -0.1501
O -4.122 0.496 3.155 -0.14 -0.08 0.05 -0.2201
C -5.503 0.829 2.864 0.00 0.00 0.00 -0.0980
C -5.783 0.666 1.387 0.04 -0.02 0.03 -0.1458
O -5.180 -0.576 1.036 0.07 0.05 -0.08 -0.1710
H -6.322 -1.032 -0.638 0.01 0.01 -0.01 0.1456
H -4.830 -0.120 -0.952 0.03 -0.01 0.01 0.1344
H -4.447 -2.492 -1.544 -0.01 -0.02 0.01 0.1414
H -5.084 -3.017 0.027 -0.01 0.03 0.03 0.1330
H -1.636 -2.975 0.842 0.00 0.00 -0.01 0.1228
H -2.871 -4.089 0.221 -0.01 -0.02 0.02 0.1444
H -2.864 -4.057 2.736 0.02 -0.01 -0.02 0.1459
H -4.392 -3.435 2.083 0.00 0.00 0.01 0.1286
H -3.857 -2.469 4.702 0.01 0.01 0.01 0.1491
H -5.064 -2.007 3.478 0.00 0.00 0.00 0.1344
H -2.990 -0.135 4.720 0.02 0.02 0.00 0.0877
H -4.721 -0.116 5.055 -0.02 -0.02 -0.01 0.1468
H -5.686 1.851 3.192 -0.01 0.01 -0.02 0.1478
H -6.142 0.151 3.432 0.00 0.00 0.01 0.1325
H -5.350 1.473 0.798 -0.01 0.01 0.00 0.1186
H -6.864 0.626 1.227 -0.01 0.01 0.01 0.1466
F 3.055 -2.448 -1.335 0.02 0.01 -0.02 0.0793
C 2.306 -1.381 -1.682 -0.05 -0.02 0.00 -0.1924
C 1.153 -1.126 -0.998 0.00 -0.02 -0.03 0.0754
C 0.341 -0.050 -1.372 0.03 -0.01 -0.03 -0.0390
C -0.888 0.226 -0.622 -0.02 0.07 -0.04 -0.2802
O -1.182 -0.494 0.360 0.00 -0.03 -0.03 -0.1141
C -1.657 1.323 -1.097 -0.12 -0.20 0.02 -0.0093
C -1.232 2.030 -2.184 0.04 -0.01 -0.06 0.0641
N -0.078 1.812 -2.839 -0.04 0.00 0.02 0.0198
C 0.280 2.640 -3.974 0.01 0.04 -0.02 -0.2553
C 0.037 4.114 -3.896 0.01 -0.03 0.02 -0.0704
C 1.439 3.587 -3.842 -0.03 -0.01 0.00 -0.0862
C 0.728 0.751 -2.457 0.02 -0.03 0.03 -0.1004
C 1.928 0.477 -3.130 0.04 0.01 0.02 0.0864
C 2.730 -0.579 -2.752 -0.05 -0.01 0.04 -0.1526
N 3.937 -0.820 -3.468 0.04 0.03 -0.07 -0.0964
C 3.800 -1.570 -4.706 -0.01 -0.05 0.02 -0.1348
C 5.000 -1.309 -5.598 -0.02 0.01 0.01 -0.0801
N 6.259 -1.659 -4.848 0.01 -0.01 0.00 0.0643
C 6.351 -0.923 -3.535 -0.01 0.01 0.01 -0.0768
C 5.111 -1.234 -2.719 0.02 0.00 0.02 -0.1478
C -2.939 1.801 -0.449 0.30 0.41 0.04 -0.5803
O -3.692 2.502 -1.103 -0.07 -0.13 0.00 0.0732
O -3.081 1.516 0.797 -0.09 0.00 -0.11 -0.0977
H 0.853 -1.765 -0.180 -0.01 0.01 0.01 0.1269
H -1.853 2.835 -2.554 0.00 0.00 0.02 0.1533
H 0.122 2.149 -4.928 0.00 0.00 0.00 0.1578
H -0.371 4.512 -2.978 -0.01 0.01 -0.01 0.1143
H -0.304 4.604 -4.795 0.00 0.00 0.00 0.1164
H 1.934 3.617 -2.880 0.02 0.01 -0.01 0.1172
H 2.082 3.723 -4.700 0.01 0.00 0.00 0.1089
H 2.257 1.111 -3.940 0.00 0.00 0.00 0.1235
H 2.905 -1.249 -5.236 0.01 0.01 -0.01 0.1424
H 3.701 -2.653 -4.523 0.00 0.00 0.00 0.1437
H 5.076 -0.254 -5.852 0.00 0.00 -0.01 0.1428
H 4.976 -1.909 -6.506 0.00 0.00 0.00 0.1424
H 7.078 -1.458 -5.424 0.00 0.01 0.00 0.1875
H 6.271 -2.666 -4.664 0.00 0.00 0.00 0.1858
H 6.415 0.137 -3.775 0.01 0.00 0.00 0.1437
H 7.262 -1.248 -3.037 0.00 0.00 0.00 0.1429
H 5.168 -0.681 -1.783 0.00 0.01 0.00 0.1471
H 5.102 -2.303 -2.465 0.00 0.00 -0.01 0.1312
C -0.511 0.722 4.963 -0.02 0.04 -0.05 -0.2688
As -0.677 0.238 3.079 0.02 0.15 0.03 1.2238
C 0.511 -1.301 3.074 -0.04 0.00 0.00 -0.2478
C 0.391 1.684 2.264 -0.06 -0.04 -0.02 -0.2771
C 1.849 1.657 2.597 0.01 -0.01 0.01 -0.3094
C 2.726 0.887 1.835 0.01 0.00 -0.02 -0.0678
C 4.074 0.822 2.151 -0.01 0.01 0.00 -0.0838
C 4.570 1.529 3.238 0.01 0.01 0.00 -0.0819
C 3.708 2.305 3.999 0.01 0.00 0.00 -0.0663
C 2.359 2.368 3.680 -0.01 0.00 0.00 -0.0523
H 0.535 0.895 5.214 0.01 -0.01 -0.04 0.0278
H -0.885 -0.088 5.589 -0.01 0.00 0.00 0.0295
H -1.083 1.627 5.169 -0.01 -0.02 0.01 0.0402
H 1.526 -1.021 3.349 -0.01 0.02 -0.01 0.0335
H 0.502 -1.762 2.089 0.03 0.00 -0.01 0.0046
H 0.131 -2.018 3.802 -0.02 -0.01 -0.02 0.0360
H -0.089 2.605 2.598 0.02 0.01 0.01 0.0898
H 0.234 1.612 1.189 0.00 0.01 0.02 0.0572
H 2.341 0.332 0.985 0.01 0.01 0.02 0.0941
H 4.743 0.215 1.553 0.00 -0.01 0.00 0.0962
H 5.621 1.479 3.489 0.00 0.00 0.00 0.1062
H 4.088 2.868 4.842 0.00 0.00 0.00 0.1108
H 1.696 2.989 4.273 0.00 0.00 0.00 0.1160
```
Forces are in eV/Å.

***

Question: Among the records above, which one has the highest energy?
Answer: C5H12NO

***

Question: What is the M in the third record?
Answer: 758.622 g mol⁻¹

***

Question: Number 1 is which compound?
Answer: C4H13NOS2